{"formula": "CH5N3O2", "method": "ωB97M-V/def2-TZVPD", "total_energy_ev": -9679.536, "e_above_lowest_ev": 2.9339, "smiles": "NN(CO)N=O", "homo_lumo_gap_ha": [0.3465, 0.3465], "e_lumo_ev": [0.22, 0.23], "homo_energy_ev": [-9.20, -9.20], "symbols": ["C", "N", "N", "O", "N", "O", "H", "H", "H", "H", "H"], "coordinates": [[-0.9188, 0.2471, -0.6653], [0.4246, -0.1063, -0.5081], [0.6877, -1.4210, -0.1198], [-1.4191, 0.6196, 0.7719], [1.1606, 1.0093, 0.1587], [2.0924, 0.6688, 0.8337], [-1.3451, 1.5617, 0.9685], [0.1543, -1.6796, 0.7070], [1.6816, -1.4661, 0.1067], [-0.9738, 1.1539, -1.2705], [-1.5444, -0.5873, -0.9827]], "atomic_forces_ev_per_a": [[-0.9, 1.9, 3.0], [2.2, 0.8, 0.7], [0.3, 0.0, 0.0], [-0.2, -1.1, -1.8], [0.1, -1.6, -0.2], [-1.4, 0.0, -1.1], [0.2, -0.1, -0.6], [0.1, 0.3, 0.2], [-0.3, -0.1, -0.1], [-0.3, -0.3, 0.0], [0.2, 0.3, -0.1]]}